{
  "formula": "C29H33AuBrFN3O2SSi",
  "method": "ωB97M-V with the def2-TZVPD basis set",
  "e_homo_ev": [-9.400, -10.624],
  "multiplicity": 3,
  "e_above_lowest_kcal_mol": 0.0,
  "charge": 1,
  "symbols": ["Au", "C", "Si", "C", "C", "N", "C", "C", "C", "C", "C", "C", "F", "H", "H", "H", "H", "H", "H", "H", "H", "H", "H", "H", "H", "H", "N", "S", "C", "C", "C", "C", "C", "C", "C", "C", "C", "C", "C", "C", "H", "H", "H", "H", "H", "H", "H", "H", "H", "H", "H", "Br", "C", "C", "C", "C", "C", "C", "H", "H", "H", "H", "N", "C", "C", "O", "O", "H", "H", "H", "H", "H"],
  "positions_angstrom": [[0.70, 0.02, -0.32], [1.57, 1.46, 2.36], [3.07, 0.43, 1.97], [4.56, 1.57, 2.02], [3.16, -1.04, 3.11], [2.87, -0.21, 0.29], [3.80, -0.83, -0.41], [5.08, -1.21, 0.12], [6.00, -1.90, -0.61], [5.73, -2.26, -1.93], [4.52, -1.91, -2.52], [3.59, -1.23, -1.78], [2.44, -0.89, -2.38], [1.72, 1.90, 3.35], [0.66, 0.86, 2.40], [1.44, 2.27, 1.65], [4.57, 2.08, 2.98], [4.46, 2.33, 1.25], [5.52, 1.08, 1.90], [3.15, -0.70, 4.15], [4.04, -1.66, 2.97], [2.28, -1.67, 2.96], [5.29, -0.95, 1.15], [6.94, -2.18, -0.16], [6.47, -2.81, -2.51], [4.29, -2.17, -3.54], [-1.35, 0.78, -0.73], [-2.66, -0.06, -0.37], [-3.98, 0.59, -1.38], [-4.52, 1.85, -1.16], [-5.50, 2.32, -2.02], [-5.93, 1.54, -3.08], [-5.38, 0.28, -3.30], [-4.40, -0.20, -2.44], [-3.24, 0.44, 1.25], [-2.48, 1.30, 2.02], [-2.92, 1.63, 3.30], [-4.10, 1.09, 3.79], [-4.85, 0.22, 3.00], [-4.43, -0.11, 1.73], [-1.48, 1.78, -0.65], [-4.20, 2.44, -0.31], [-5.93, 3.30, -1.85], [-6.70, 1.91, -3.74], [-5.72, -0.33, -4.12], [-3.96, -1.18, -2.59], [-1.55, 1.70, 1.64], [-2.33, 2.30, 3.91], [-4.44, 1.35, 4.78], [-5.77, -0.20, 3.39], [-5.01, -0.79, 1.12], [-0.54, -5.93, 2.63], [-0.22, -4.27, 1.79], [0.56, -4.22, 0.65], [0.80, -2.99, 0.04], [0.26, -1.82, 0.56], [-0.52, -1.89, 1.71], [-0.76, -3.11, 2.33], [0.97, -5.13, 0.23], [1.41, -2.97, -0.85], [-0.94, -1.00, 2.15], [-1.36, -3.16, 3.23], [0.05, 2.31, -4.63], [0.56, 1.55, -3.50], [0.96, 2.49, -2.37], [0.96, 3.76, -2.69], [1.27, 2.12, -1.25], [0.41, 1.98, -5.52], [0.67, 3.80, -3.63], [-0.96, 2.29, -4.68], [1.47, 1.01, -3.77], [-0.13, 0.82, -3.09]],
  "mulliken_charge": [1.058, -0.789, 0.026, -1.096, -0.859, 0.053, 0.784, -0.393, -1.098, -0.354, -0.749, 0.478, -0.268, 0.587, -0.162, 0.282, 0.375, 0.333, 0.359, 0.390, 0.357, 0.221, 0.293, 0.441, 0.397, 0.470, -0.529, 0.273, 0.626, -0.440, -0.706, -0.420, -0.641, -0.417, 0.760, -0.191, -0.665, -0.516, -0.623, -0.708, 0.254, 0.376, 0.412, 0.412, 0.416, 0.450, 0.228, 0.450, 0.405, 0.432, 0.456, -0.180, -0.138, -0.580, -0.486, 0.029, 0.382, -0.631, 0.429, 0.331, 0.227, 0.481, -0.733, 0.286, 0.341, -0.490, -0.700, 0.237, 0.412, 0.184, 0.203, 0.166]
}


{
  "formula": "C29H33BF4O2",
  "method": "ωB97M-V with the def2-TZVPD basis set",
  "e_homo_ev": -6.682,
  "multiplicity": 1,
  "symbols": ["C", "C", "C", "C", "C", "C", "O", "B", "C", "C", "C", "C", "C", "F", "F", "F", "C", "C", "C", "C", "C", "O", "H", "H", "H", "H", "H", "H", "H", "H", "H", "H", "H", "H", "H", "H", "H", "H", "H", "H", "H", "H", "H", "H", "H", "F", "C", "C", "C", "C", "C", "C", "C", "C", "C", "C", "C", "C", "C", "H", "H", "H", "H", "H", "H", "H", "H", "H", "H"],
  "positions_angstrom": [[1.97, -0.73, 4.94], [0.85, -1.18, 4.03], [0.86, -2.73, 4.10], [-0.58, -0.49, 4.19], [-1.58, -1.25, 5.04], [-0.59, 0.98, 4.62], [-1.13, -0.57, 2.84], [-0.10, -1.17, 2.13], [-0.37, -2.27, 1.05], [-1.70, -2.69, 0.78], [-1.92, -3.89, 0.11], [-0.84, -4.58, -0.43], [-1.11, -5.94, -1.05], [-0.02, -6.45, -1.68], [-1.51, -6.85, -0.10], [-2.12, -5.87, -1.98], [0.44, -4.05, -0.41], [0.67, -2.86, 0.30], [-0.01, 1.50, -0.55], [-1.34, 0.83, -0.30], [1.14, 0.52, -0.79], [1.19, -0.93, 2.65], [1.66, -1.02, 5.95], [2.87, -1.30, 4.67], [2.17, 0.34, 4.88], [0.65, -3.04, 5.13], [0.16, -3.22, 3.41], [1.87, -3.06, 3.81], [-1.16, -1.37, 6.03], [-2.51, -0.67, 5.10], [-1.82, -2.23, 4.59], [-0.30, 1.03, 5.68], [0.09, 1.61, 4.02], [-1.62, 1.37, 4.54], [-2.54, -2.14, 1.23], [-2.94, -4.29, 0.08], [1.28, -4.57, -0.86], [1.69, -2.46, 0.38], [0.27, 1.97, 0.42], [-1.53, 0.43, 0.71], [-2.18, 1.53, -0.46], [-1.50, -0.01, -0.99], [1.78, 0.40, 0.12], [0.85, -0.52, -1.01], [1.84, 0.81, -1.59], [3.77, 2.89, -5.34], [3.24, 3.21, -4.11], [4.02, 3.95, -3.22], [3.49, 4.12, -1.93], [2.24, 3.64, -1.57], [1.38, 3.05, -2.54], [0.05, 2.63, -2.27], [-0.98, 2.55, -3.27], [-2.24, 1.86, -3.13], [-3.18, 1.82, -4.16], [-2.98, 2.50, -5.35], [-1.76, 3.13, -5.56], [-0.81, 3.18, -4.55], [1.99, 2.73, -3.79], [4.98, 4.32, -3.53], [4.13, 4.62, -1.20], [1.91, 3.75, -0.54], [-0.25, 2.60, -1.14], [-2.49, 1.34, -2.22], [-4.10, 1.24, -4.03], [-3.74, 2.54, -6.14], [-1.51, 3.60, -6.50], [0.12, 3.72, -4.73], [1.44, 2.13, -4.52]],
  "mulliken_charge": [-1.757, 1.182, -1.601, 1.657, -1.791, -1.917, -0.732, 1.572, 0.304, -0.545, -0.951, 0.393, 0.748, -0.279, -0.255, -0.255, -0.599, -0.790, 1.229, -1.673, -0.811, -0.871, 0.348, 0.472, 0.358, 0.407, 0.151, 0.491, 0.365, 0.466, 0.328, 0.389, 0.316, 0.479, 0.461, 0.380, 0.470, 0.517, 0.403, -0.081, 0.500, 0.543, 0.157, 0.049, 0.382, -0.338, 0.338, -0.626, -0.578, -0.592, 0.047, -0.209, 1.205, -0.029, -0.952, -0.479, -0.787, -0.754, -0.826, 0.453, 0.372, 0.395, -0.159, 0.436, 0.353, 0.373, 0.371, 0.608, 0.772]
}


{
  "formula": "C29H33BIN3O9",
  "method": "ωB97M-V with the def2-TZVPD basis set",
  "e_homo_ev": -8.624,
  "smiles": "CCCc1c(CB(O)O)c(C[C@@H](C)I)c2c(c1CCO)C(=O)NC2=O.O=[N+]([O-])c1ccccc1.O=[N+]([O-])c1ccccc1",
  "multiplicity": 1,
  "e_above_lowest_kcal_mol": 338.7,
  "symbols": ["C", "C", "C", "C", "C", "C", "B", "O", "O", "C", "C", "C", "C", "I", "C", "C", "C", "C", "C", "O", "C", "O", "N", "C", "O", "H", "H", "H", "H", "H", "H", "H", "H", "H", "H", "H", "H", "H", "H", "H", "H", "H", "H", "H", "H", "H", "H", "H", "O", "N", "O", "C", "C", "C", "C", "C", "C", "H", "H", "H", "H", "H", "O", "N", "O", "C", "C", "C", "C", "C", "C", "H", "H", "H", "H", "H"],
  "positions_angstrom": [[8.67, 2.89, 2.17], [7.15, 2.22, 2.41], [6.36, 2.41, 0.98], [4.74, 2.17, 1.05], [4.05, 0.65, 0.90], [5.07, -0.62, 0.73], [5.27, -1.15, -0.81], [4.39, -2.28, -1.25], [6.28, -0.60, -1.77], [2.39, 0.47, 0.93], [1.62, -0.98, 0.75], [1.12, -1.26, -0.82], [-0.53, -1.24, -0.96], [1.90, 0.27, -2.24], [1.52, 1.85, 1.12], [2.17, 3.34, 1.30], [3.81, 3.53, 1.27], [4.39, 5.05, 1.47], [4.41, 5.47, 3.08], [5.82, 5.42, 3.57], [0.95, 4.42, 1.44], [0.97, 5.74, 1.71], [-0.38, 3.65, 1.28], [-0.09, 2.14, 1.21], [-1.14, 1.31, 1.27], [8.80, 3.03, 1.00], [8.78, 3.96, 2.64], [9.54, 2.17, 2.50], [6.61, 2.74, 3.33], [7.37, 1.09, 2.70], [6.62, 3.48, 0.58], [6.81, 1.65, 0.18], [6.15, -0.37, 1.17], [4.71, -1.57, 1.36], [4.22, -2.14, -2.23], [7.18, -1.04, -1.62], [0.64, -0.99, 1.39], [2.30, -1.86, 1.14], [1.55, -2.34, -1.08], [-0.83, -0.34, -1.69], [-1.08, -1.04, 0.05], [-0.91, -2.23, -1.45], [3.60, 5.79, 0.97], [5.42, 5.26, 0.95], [4.00, 6.57, 3.18], [3.70, 4.77, 3.73], [6.36, 4.86, 2.92], [-0.81, 3.78, 2.22], [-2.39, -3.02, -2.31], [-3.33, -3.06, -3.11], [-3.48, -3.93, -3.98], [-4.34, -2.00, -3.03], [-4.20, -0.97, -2.08], [-5.15, 0.05, -2.02], [-6.24, 0.04, -2.90], [-6.39, -0.99, -3.83], [-5.44, -2.01, -3.90], [-3.35, -0.95, -1.39], [-5.04, 0.85, -1.30], [-6.98, 0.84, -2.85], [-7.24, -0.99, -4.51], [-5.57, -2.80, -4.64], [-10.29, -2.61, -1.48], [-9.06, -2.77, -1.59], [-8.34, -2.15, -2.38], [-8.42, -3.76, -0.71], [-9.20, -4.51, 0.17], [-8.59, -5.47, 0.98], [-7.21, -5.67, 0.91], [-6.43, -4.92, 0.03], [-7.03, -3.96, -0.79], [-10.28, -4.37, 0.25], [-9.18, -6.07, 1.67], [-6.73, -6.43, 1.54], [-5.36, -5.08, -0.02], [-6.42, -3.38, -1.47]],
  "mulliken_charge": [-0.884, -0.168, -0.953, 0.300, 0.655, -0.926, 0.527, -0.519, -0.551, 0.410, -0.494, -0.278, -0.920, -0.011, -0.427, -0.022, 0.123, -1.148, -0.174, -0.535, 0.482, -0.564, -0.316, 0.146, -0.556, 0.258, 0.213, 0.300, 0.280, 0.259, 0.415, 0.336, 0.010, 0.278, 0.312, 0.310, 0.465, 0.248, 0.484, 0.346, 0.197, 0.351, 0.404, 0.385, 0.285, 0.233, 0.242, 0.300, -0.674, 0.956, -0.590, -0.349, -0.088, -0.629, -0.381, -0.440, -0.106, 0.524, 0.445, 0.400, 0.363, 0.428, -0.583, 0.911, -0.519, -0.145, -0.372, -0.459, -0.419, -0.450, 0.149, 0.431, 0.368, 0.368, 0.408, 0.343]
}


{
  "formula": "C29H33BN2O14Zn",
  "method": "ωB97M-V with the def2-TZVPD basis set",
  "e_homo_ev": -2.549,
  "multiplicity": 1,
  "charge": -2,
  "symbols": ["Zn", "O", "C", "O", "C", "C", "C", "C", "C", "O", "C", "C", "O", "O", "H", "H", "H", "H", "H", "H", "H", "H", "C", "C", "C", "C", "C", "C", "C", "C", "O", "B", "O", "C", "C", "H", "H", "H", "H", "H", "H", "H", "H", "H", "H", "H", "H", "O", "C", "O", "C", "C", "C", "C", "C", "C", "N", "O", "O", "N", "O", "O", "H", "H", "H", "C", "C", "O", "C", "C", "H", "H", "H", "H", "H", "H", "H", "H", "H", "H"],
  "positions_angstrom": [[1.42, 0.71, 0.70], [3.09, -1.89, 3.06], [2.10, -1.46, 2.50], [1.70, -0.26, 2.44], [1.07, -2.53, 1.94], [-0.32, -1.90, 1.83], [-1.37, -3.01, 1.61], [-1.17, -3.30, 0.11], [0.04, -2.39, -0.19], [-0.27, -1.24, 0.58], [1.30, -2.95, 0.49], [2.58, -2.32, -0.24], [3.00, -3.00, -1.18], [2.98, -1.25, 0.22], [1.12, -3.39, 2.62], [-0.58, -1.19, 2.61], [-2.37, -2.63, 1.82], [-1.19, -3.88, 2.24], [-2.03, -2.95, -0.46], [-1.00, -4.35, -0.11], [0.16, -2.14, -1.24], [1.39, -4.03, 0.36], [-1.61, -1.56, -7.25], [-1.55, -0.24, -6.47], [-2.97, 0.06, -5.95], [-1.14, 0.88, -7.44], [-0.56, -0.29, -5.31], [0.39, -1.30, -5.20], [1.29, -1.37, -4.14], [1.18, -0.41, -3.15], [1.83, -0.29, -1.99], [1.28, 0.78, -1.30], [0.31, 1.37, -2.13], [0.23, 0.62, -3.24], [-0.62, 0.71, -4.33], [-2.39, -1.49, -8.01], [-1.85, -2.39, -6.59], [-0.67, -1.77, -7.75], [-3.68, -0.03, -6.77], [-3.04, 1.06, -5.55], [-3.25, -0.65, -5.17], [-1.87, 0.95, -8.25], [-0.16, 0.67, -7.87], [-1.10, 1.83, -6.93], [0.44, -2.08, -5.94], [2.01, -2.17, -4.05], [-1.34, 1.51, -4.38], [-2.33, 2.25, 0.80], [-1.44, 1.95, 1.59], [-0.21, 1.89, 1.41], [-1.93, 1.63, 3.04], [-1.12, 0.92, 3.92], [-1.66, 0.53, 5.15], [-2.93, 0.92, 5.55], [-3.69, 1.71, 4.69], [-3.20, 2.02, 3.42], [-4.95, 2.18, 5.12], [-5.39, 1.78, 6.20], [-5.57, 2.97, 4.40], [-0.90, -0.28, 6.05], [-1.52, -0.91, 6.91], [0.31, -0.31, 5.94], [-0.11, 0.65, 3.64], [-3.31, 0.63, 6.51], [-3.81, 2.57, 2.71], [5.00, 1.19, 0.96], [4.33, 1.40, 2.30], [3.21, 2.26, 2.12], [2.57, 2.59, 3.33], [1.66, 3.80, 3.11], [5.91, 0.61, 1.09], [5.25, 2.15, 0.50], [4.33, 0.64, 0.31], [5.02, 1.89, 3.01], [4.01, 0.44, 2.71], [3.33, 2.83, 4.09], [1.99, 1.74, 3.69], [2.25, 4.67, 2.84], [1.11, 4.01, 4.02], [0.97, 3.57, 2.31]],
  "mulliken_charge": [4.404, -0.804, -0.312, 0.576, 0.178, 0.703, -0.850, -1.112, -0.007, -0.481, 0.225, -0.133, -0.881, -0.743, 0.363, -0.844, 0.343, 0.388, 0.339, 0.387, 0.246, 0.519, -2.149, 2.261, -1.750, -1.658, 0.645, -0.193, -1.546, 0.683, -1.019, -1.482, -0.758, 0.572, -1.180, 0.460, 0.442, 0.386, 0.470, 0.352, 0.368, 0.431, 0.359, 0.360, 0.274, 0.521, 0.384, -0.800, -0.133, -0.928, 0.249, -0.002, -0.388, -0.312, -0.421, -0.310, 0.983, -0.640, -0.618, 1.023, -0.660, -0.548, 0.682, 0.586, 0.611, -1.061, -0.071, -0.403, 0.114, -1.198, 0.354, 0.335, 0.002, 0.452, 0.114, 0.523, -0.100, 0.388, 0.365, 0.080]
}


What is the formula in the fourth record?
C29H33BN2O14Zn